Entry a
{
  "formula": "C4H10N2S",
  "method": "ωB97M-V with the def2-TZVPD basis set",
  "smiles": "[H]/N=C\\N(S)C(C)C",
  "homo_lumo_gap_ev": 9.244,
  "molar_mass_g_mol": 118.2,
  "multiplicity": 1,
  "lumo_energy_ha": 0.0124,
  "species": ["S", "N", "N", "C", "C", "C", "C", "H", "H", "H", "H", "H", "H", "H", "H", "H", "H"],
  "coordinates": [[1.468, 1.145, -1.603], [0.902, 0.086, -0.210], [2.147, 1.367, 1.464], [-0.620, -1.809, 0.544], [-0.325, -0.622, -0.389], [-1.340, 0.561, -0.512], [1.264, 0.483, 1.076], [-0.450, -1.201, 1.522], [-2.348, 0.106, -0.972], [0.171, 1.984, -1.701], [-1.770, 0.880, 0.519], [0.177, -2.612, 0.405], [-0.958, 1.385, -1.257], [0.658, -0.102, 1.787], [2.645, 1.700, 0.530], [-0.165, -0.922, -1.499], [-1.456, -2.429, 0.296]],
  "lowdin_charge": [0.757, -0.436, 0.039, -0.040, -0.530, -0.116, -0.363, 0.084, 0.109, -0.039, 0.104, 0.103, 0.010, 0.094, 0.025, 0.133, 0.065]
}


Entry b
{
  "formula": "C4H10N2S",
  "method": "ωB97M-V with the def2-TZVPD basis set",
  "smiles": "NC1(CS)CNC1",
  "homo_lumo_gap_ev": 9.468,
  "molar_mass_g_mol": 118.2,
  "multiplicity": 1,
  "lumo_energy_ha": 0.0267,
  "species": ["S", "N", "N", "C", "C", "C", "C", "H", "H", "H", "H", "H", "H", "H", "H", "H", "H"],
  "coordinates": [[-1.072, -0.854, -1.764], [-0.320, 1.699, 1.237], [1.623, -0.121, 1.439], [0.424, 1.459, -0.014], [0.453, -1.103, -0.646], [0.542, -0.048, 0.430], [-0.733, 0.314, 1.261], [1.464, -0.927, 2.044], [1.334, -0.898, -1.261], [-0.855, -0.252, 2.204], [1.447, 1.969, 0.029], [-1.670, 0.115, 0.682], [0.537, -2.093, -0.227], [-0.129, 1.672, -0.962], [-1.128, -2.160, -2.045], [0.408, 1.675, 1.900], [2.505, -0.225, 0.949]],
  "lowdin_charge": [0.693, -0.043, 0.071, -0.155, -0.423, -0.580, -0.203, 0.085, 0.071, 0.116, 0.129, 0.086, 0.072, 0.103, -0.162, 0.059, 0.079]
}


Entry c
{
  "formula": "C4H10N2S",
  "method": "ωB97M-V with the def2-TZVPD basis set",
  "smiles": "CN(C)N(C)C=S",
  "homo_lumo_gap_ev": 8.961,
  "molar_mass_g_mol": 118.2,
  "multiplicity": 1,
  "lumo_energy_ha": 0.0267,
  "species": ["S", "N", "N", "C", "C", "C", "C", "H", "H", "H", "H", "H", "H", "H", "H", "H", "H"],
  "coordinates": [[-3.249, 0.104, -0.931], [0.373, 0.625, 0.217], [-0.721, -0.060, -0.323], [0.686, 0.246, 1.597], [-1.793, 0.668, -0.540], [1.512, 0.767, -0.684], [-0.731, -1.495, -0.511], [2.248, 1.321, -0.062], [0.844, -0.870, 1.803], [2.031, -0.226, -1.076], [1.244, 1.433, -1.565], [-0.139, 0.395, 2.296], [-0.915, -1.656, -1.558], [-1.684, -1.958, -0.070], [0.232, -1.952, -0.111], [-1.481, 1.772, -0.409], [1.542, 0.886, 1.926]],
  "lowdin_charge": [0.616, -0.265, -0.270, -0.079, -0.748, -0.088, -0.086, 0.077, 0.091, 0.112, 0.097, 0.079, 0.068, 0.083, 0.105, 0.115, 0.093]
}


The structures above, arranged from the most stable to the least stable: entry b, entry c, entry a.